1.
An isolated ion of composition C8H6ClN2O3 and charge -1 at a distorted geometry, computed with ωB97M-V/def2-TZVPD.

* SMILES string: CO/C(Cl)=C1/C[C@@H](C(=O)[O-])N=C1C#N
* E_LUMO: 3.09 eV
* HOMO energy: -4.43 eV
* net charge: -1
* relative energy (zero: lowest compared OMol25 entry of this formula, charge and spin): 45.9 kcal/mol

Each line ends with the natural charge from an NBO analysis.
Atoms and positions in Å:
N -0.669 2.683 -2.568  -0.348
H 2.786 1.031 -1.906  0.183
C -1.566 1.545 2.002  -0.206
C -0.800 2.392 -1.444  0.246
C -0.731 2.837 2.857  0.834
H 1.137 1.243 -1.700  0.211
C 1.087 -0.311 0.209  0.305
O 1.931 -0.567 -0.808  -0.515
N -1.753 2.200 0.801  -0.262
C -0.902 2.012 -0.129  0.102
H -1.025 -0.596 1.773  0.207
H 1.602 0.143 -2.844  0.187
H -2.543 1.381 2.471  0.216
C 1.915 0.465 -1.833  -0.274
H 0.024 0.529 2.612  0.250
C -0.559 0.361 1.749  -0.480
O -1.559 3.639 3.202  -0.701
C 0.186 0.634 0.462  -0.164
O 0.478 2.757 2.807  -0.704
Cl 1.191 -1.790 1.273  -0.088

=====

2.
C48H60N12O4P as an isolated structure at a distorted geometry, computed with ωB97M-V/def2-TZVPD.

* E_LUMO: 6.31 eV
* HOMO energy: -1.09 eV
* net charge: -3
* relative energy (zero: lowest compared OMol25 entry of this formula, charge and spin): 60.6 kcal/mol

Each line ends with the Mulliken charge.
Atoms and positions in Å:
C -0.674 3.121 -4.617  -0.637
C -0.317 -3.000 3.640  -0.647
C 0.896 -2.714 -5.050  -1.066
H -4.767 -1.405 4.675  0.281
H 2.926 -3.802 2.396  0.580
C -0.676 1.908 -5.575  -1.402
H -4.269 -1.427 -4.382  0.251
C -0.248 -5.609 -0.511  -1.330
H -2.416 -3.566 1.405  0.336
C -0.306 -3.273 -4.460  -1.236
H -0.177 3.136 -2.443  -0.182
C 4.737 0.938 -2.257  -1.441
C -3.256 3.173 1.121  -0.648
N 2.877 -2.623 0.506  1.360
C -3.947 4.266 0.593  -0.613
C 3.676 0.499 -1.460  0.257
C -4.655 -0.207 1.572  -0.598
N -0.423 1.275 -3.511  1.968
C -3.945 -1.581 -3.315  -0.121
C 1.413 -1.811 -4.161  -0.583
H -0.964 3.958 0.949  -0.199
C -0.542 0.853 -4.745  -0.033
C 3.686 2.466 1.711  -0.052
O 0.580 1.145 0.708  1.316
H -0.741 1.784 -6.527  0.769
O 0.291 -0.020 -1.271  0.735
H 1.328 -2.726 -5.903  0.736
C 4.984 2.105 2.182  -1.348
H 5.800 -0.055 2.598  0.484
H -0.040 -2.527 0.602  -0.455
H 2.244 6.061 -1.164  0.865
H -3.906 -2.390 -0.039  0.150
H 5.703 1.120 -1.878  0.433
C 4.117 1.673 -3.417  -0.550
H -4.784 0.128 0.565  0.422
H 5.722 2.787 2.398  0.536
H 0.537 1.752 2.150  -0.019
O 0.544 -1.372 0.725  1.185
N -3.036 -0.973 -1.475  1.065
C -5.420 -0.533 2.652  -0.836
H 2.902 -2.170 -1.658  0.494
H -0.156 6.622 0.001  0.246
H 0.506 -1.259 -2.109  -0.941
C -0.122 -3.109 4.988  -0.700
C 0.677 -1.826 5.421  -0.993
C 1.686 5.385 -0.809  -1.450
H 3.244 3.365 1.365  0.376
C -1.660 -5.419 0.231  -1.016
C 0.904 -1.170 4.201  -0.285
N 0.250 2.124 3.005  1.296
N -0.329 -3.616 0.305  1.009
H 4.800 2.211 -4.080  0.356
H -3.374 2.180 -2.083  0.117
H -0.776 -0.273 -4.782  -0.062
H -2.433 0.064 -3.285  -0.093
H 2.386 -1.191 -4.122  0.094
C 0.376 5.618 -0.049  -0.561
N 2.521 0.736 -2.259  1.691
H -2.357 -6.254 0.481  0.343
C 3.427 -2.665 -0.818  -0.383
H 3.271 -0.720 2.514  0.562
C -4.400 -1.098 3.658  -1.019
H 0.262 4.461 5.398  0.365
H -5.299 -3.220 -2.307  0.422
H -2.231 1.629 0.284  -0.427
C -3.539 2.760 -1.134  -0.277
N 0.374 -1.867 3.197  2.233
C 3.351 -3.625 1.462  -0.727
C 0.436 -4.397 -0.420  -0.660
C 0.046 3.619 4.726  -1.008
H -6.547 -0.463 2.640  0.273
C -0.506 -2.816 -3.175  0.400
C 0.746 3.367 3.521  -0.497
N 0.478 -1.917 -3.035  1.578
C -3.134 -0.970 3.026  -0.322
H 0.651 2.409 0.153  -0.256
H 5.294 -3.627 -1.433  0.329
C 2.762 1.490 -3.367  -0.347
C -4.572 -2.446 -2.185  -1.113
H 0.467 -1.639 2.151  -0.674
H -1.264 -3.004 -2.415  0.235
H -4.309 5.002 1.279  0.451
C 3.669 0.167 2.237  -0.568
C -3.129 -0.739 -2.845  -0.078
H 2.504 3.442 -1.320  0.396
H -1.211 0.890 3.392  1.420
H 0.293 -6.449 -0.814  0.469
H -0.275 0.585 -2.580  -0.704
C -4.175 3.942 -0.893  -0.851
C 4.424 -3.531 -0.719  -0.721
H -1.030 -4.166 -4.750  0.120
C 5.002 0.577 2.265  -0.731
C -0.784 2.422 4.956  -1.499
H 1.764 1.864 -3.941  -0.196
C -0.567 2.711 -3.353  -0.285
N -3.349 -0.441 1.804  0.958
H -0.727 4.155 -4.791  0.444
H 3.566 0.018 -0.426  0.120
C 1.847 4.011 -0.742  -0.538
O -1.495 0.117 0.238  0.365
H -2.455 -0.306 1.086  -0.404
C -3.968 -2.034 -1.096  -0.275
C -0.666 1.614 3.854  -0.983
C 4.318 -4.109 0.609  -0.615
H 1.332 3.975 2.839  0.283
P -0.024 0.007 0.108  -1.823
H 1.461 0.241 -1.787  -0.820
H 0.999 -1.448 6.347  0.454
C -1.600 -4.110 0.665  -0.441
C -0.026 4.376 0.425  -0.310
H 1.932 1.111 1.667  -0.803
H -4.729 4.610 -1.606  0.278
H 1.226 -4.262 -0.916  0.971
H -0.790 -3.712 5.674  0.276
H -2.393 -0.340 -0.796  -0.768
N 0.766 3.394 -0.137  1.423
H -2.199 -1.222 3.444  0.466
H -2.982 2.936 2.154  0.398
N -2.933 2.374 0.047  1.588
H 5.166 -4.993 0.951  -0.061
H 1.531 -0.295 4.000  0.274
N 2.881 1.293 1.782  0.904
H -1.045 -3.660 3.165  0.169
H -1.428 2.051 5.642  0.655
H 1.959 -1.929 0.753  -0.746

=====

3.
One molecule with the formula C5H7N at a distorted geometry, computed with ωB97M-V/def2-TZVPD.

* SMILES string: C[C@@H]1C[C@]12C=N2
* E_LUMO: 1.09 eV
* HOMO energy: -9.60 eV
* relative energy (zero: lowest compared OMol25 entry of this formula, charge and spin): 96.7 kcal/mol

Each line ends with the natural charge from an NBO analysis.
Atoms and positions in Å:
C 0.032 0.261 0.585  -0.238
H -1.994 -0.242 0.179  0.209
H 2.703 -1.389 -1.094  0.217
C 2.439 -0.685 -0.348  0.083
H -0.874 -1.391 -0.383  0.200
C 1.427 0.306 0.147  0.009
H 0.668 2.346 -0.040  0.213
H -1.422 -1.361 1.204  0.211
C -1.123 -0.741 0.356  -0.594
N 2.792 0.067 0.618  -0.291
C 0.516 1.367 -0.371  -0.429
H -0.224 0.758 1.486  0.205
H 0.194 1.428 -1.458  0.205

=====

4.
C20H29N3O15P2S4 as an isolated structure at a distorted geometry, computed with ωB97M-V/def2-TZVPD.

* E_LUMO: -1.77 eV
* HOMO energy: -8.39 eV

Each line ends with the Mulliken charge.
Atoms and positions in Å:
C 2.902 -1.089 0.097  0.629
H 0.291 -0.058 4.194  0.375
H -1.088 6.281 -1.880  0.109
O -1.336 8.262 -1.302  -0.323
O 5.967 -2.129 -5.568  -0.532
C 0.357 6.930 -0.392  -0.249
H -4.897 -5.225 -1.603  0.275
H 7.255 -2.220 -1.601  0.266
C 6.644 -0.502 -2.765  -0.256
O -0.101 10.361 -0.910  -0.525
H -3.710 -7.435 0.160  0.279
O -3.749 -5.516 0.883  -0.278
H -0.201 6.396 0.381  0.279
O 8.030 -3.106 -4.579  -0.548
C -4.189 0.707 1.989  -0.440
H 4.043 2.895 -2.035  0.469
S 6.875 -2.286 -4.489  1.123
S -2.206 3.456 -1.028  0.097
C -3.718 -6.414 -0.229  -0.332
O 6.040 -2.717 -3.183  -0.319
P 0.377 -1.520 2.515  0.050
H 1.276 6.390 -0.611  0.301
H 2.215 -2.766 -1.193  0.410
H 3.257 -0.869 2.509  0.387
O -5.519 -3.881 1.380  -0.456
C -1.403 1.559 0.265  1.162
H 5.543 -1.776 -1.389  0.050
O -1.417 9.309 0.920  -0.532
C 2.165 2.265 -0.917  -0.829
O -5.981 -5.881 0.013  -0.320
C -3.249 -1.899 0.996  -1.029
O -5.569 -6.139 2.420  -0.570
H -2.827 -6.250 -0.831  0.327
H -3.730 -2.560 1.743  0.212
H -5.295 -6.959 -1.625  0.317
C 1.877 -2.157 -0.331  -0.994
C 3.087 0.179 2.180  -0.886
C 3.232 2.606 -1.371  0.219
O 0.646 8.244 0.095  -0.325
H -4.072 1.638 2.572  0.451
H -0.342 -3.495 2.175  0.320
N -2.549 2.229 -0.055  -0.456
C -5.382 -0.152 2.577  -1.070
O 7.333 -0.828 -3.978  -0.345
H 1.784 -2.859 0.530  0.196
N 2.601 0.144 0.767  0.353
H 0.856 -1.771 -0.518  0.333
C -0.491 7.155 -1.626  -0.136
H -5.729 -0.815 1.752  0.228
H 0.124 7.435 -2.484  0.306
H 4.073 0.690 2.194  0.292
H -5.043 -0.825 3.390  0.324
P -2.694 -0.399 1.990  0.026
H 2.346 0.690 2.823  0.339
H -4.059 -1.602 0.294  0.514
N -0.569 3.308 -1.218  -0.584
O -0.820 -2.679 2.388  -0.320
H 5.717 0.013 -3.027  0.283
O 4.066 -1.301 -0.177  -0.718
O 0.568 -0.983 4.079  -0.524
S -0.597 9.218 -0.235  1.094
H 7.256 0.149 -2.143  0.314
C -0.301 2.242 -0.449  0.077
C 1.224 0.552 0.634  -1.832
H -2.409 -2.413 0.501  0.415
H -6.236 0.492 2.859  0.390
C -4.994 -6.126 -0.993  -0.334
C 0.077 -0.092 1.358  0.388
C 1.010 1.651 -0.210  0.908
H -4.489 0.951 0.945  0.323
C 6.364 -1.832 -2.101  0.090
C -1.239 0.410 1.145  -0.326
S -5.280 -5.279 1.332  1.089

=====

5.
C18H10AlBr2F5I as an isolated structure, computed with ωB97M-V/def2-TZVPD.

* E_LUMO: -4.45 eV
* HOMO energy: -11.99 eV
* net charge: +1
* relative energy (zero: lowest compared OMol25 entry of this formula, charge and spin): 20.1 kcal/mol

Each line ends with the natural charge from an NBO analysis.
Atoms and positions in Å:
C -0.235 4.616 0.205  -0.108
C -5.700 0.329 -1.428  -0.152
C 3.509 2.728 -0.168  -0.193
H -4.478 -0.013 1.732  0.236
H 4.340 4.715 -0.090  0.241
Br -5.226 0.195 -3.238  0.127
H -2.282 1.958 0.139  0.215
C 2.353 2.006 -0.142  -0.088
H -6.785 0.665 2.278  0.237
C -0.732 -3.282 0.207  0.916
F 0.900 -2.108 1.378  -0.332
C 2.215 4.734 0.050  -0.147
C -7.386 0.824 0.221  -0.175
H 4.467 2.238 -0.262  0.243
C -1.337 2.489 0.122  -0.144
F -0.107 -4.412 0.503  -0.287
F -1.653 -3.050 1.147  -0.307
C 0.281 -2.123 0.150  0.160
C 1.060 2.561 -0.021  -0.003
H -7.702 0.904 -1.899  0.244
Br 2.485 0.102 -0.265  0.198
I -2.876 -0.615 -0.806  0.246
C 3.432 4.131 -0.070  -0.195
H -0.260 5.695 0.281  0.230
F 1.224 -2.512 -0.766  -0.334
H 2.142 5.810 0.128  0.232
H -2.347 4.380 0.328  0.235
H -8.401 1.117 0.451  0.238
C -6.484 0.573 1.245  -0.188
C -1.390 3.888 0.231  -0.223
F -1.334 -3.431 -0.976  -0.307
C -7.001 0.705 -1.101  -0.196
C -0.153 1.794 -0.002  -0.689
C -5.186 0.194 0.944  -0.237
Al -0.049 -0.128 -0.149  1.532
C 1.019 3.975 0.077  -0.080
C -4.817 0.072 -0.390  -0.146

=====

6.
One molecule with the formula C20H18F3NO4, computed with ωB97M-V/def2-TZVPD.

* SMILES string: COc1ccccc1-c1c(C(F)(F)F)oc2c(CN(C)C)c(O)ccc2c1=O
* E_LUMO: 0.03 eV
* HOMO energy: -8.51 eV

Each line ends with the natural charge from an NBO analysis.
Atoms and positions in Å:
F -0.500 -2.802 -0.850  -0.321
C 2.891 -1.897 -1.605  -0.419
C -0.607 1.832 -0.227  0.520
H -2.680 1.753 -2.250  0.222
C -5.061 0.325 0.418  -0.329
C -1.373 0.560 -0.245  -0.090
C 1.634 2.794 0.232  -0.113
C 2.956 2.652 0.555  -0.278
H -6.636 1.110 -0.784  0.214
C 0.814 1.669 0.090  -0.265
H 3.347 -2.474 -2.408  0.202
H 4.887 -0.014 -1.335  0.173
C -1.302 -1.991 -0.134  0.952
C 3.513 1.376 0.725  0.359
H 4.086 -1.215 1.443  0.190
N 3.866 -1.727 -0.549  -0.428
C -4.720 1.507 -1.648  -0.246
H -4.488 -0.273 3.138  0.179
H 2.506 -1.849 0.989  0.230
C -3.691 0.159 0.564  0.405
C -2.828 0.670 -0.421  -0.155
C 5.057 -1.056 -1.024  -0.419
H 5.437 -1.605 -1.885  0.210
H 2.535 -0.943 -2.024  0.165
H 3.603 3.504 0.686  0.230
C -0.708 -0.598 -0.068  0.255
C -5.567 0.992 -0.686  -0.176
O -3.088 -0.461 1.617  -0.526
C -3.352 1.352 -1.508  -0.135
O -1.120 2.912 -0.446  -0.559
H -3.205 -1.498 3.317  0.204
H -5.119 2.031 -2.502  0.215
C 1.375 0.401 0.264  0.421
C -3.897 -1.033 2.618  -0.252
H 5.826 -1.083 -0.250  0.185
F -2.501 -2.059 -0.710  -0.304
O 4.818 1.336 1.060  -0.655
H -4.561 -1.798 2.204  0.180
O 0.617 -0.721 0.159  -0.450
H -5.742 -0.061 1.159  0.219
H 5.121 0.422 1.141  0.486
H 2.039 -2.454 -1.223  0.214
H 1.186 3.765 0.089  0.243
F -1.408 -2.563 1.074  -0.314
C 3.306 -1.174 0.674  -0.244
C 2.734 0.229 0.565  -0.196

=====

no.,DFT total energy (eV),HOMO-LUMO gap (eV)
1,-30036.2083,7.52
2,-86098.0208,7.40
3,-6784.3186,10.69
4,-118305.4360,6.62
5,-187192.3441,7.54
6,-38864.4012,8.53